Density functional theory data (ωB97M-V/def2-TZVPD) for a structure of composition C25H21CaCl2N8O2 at a distorted geometry.

Results
- Kohn-Sham gap: 6.976 eV
- Charge: +1

Geometry as XYZ:
```
59
Properties=species:S:1:pos:R:3:forces:R:3:nbo_charge:R:1
C 4.794402 -2.267897 -0.174877 -0.38 -0.01 -0.17 0.23
N 2.785218 -1.998498 5.294327 -0.02 -0.02 -0.12 -0.33
H -2.711177 -0.108802 -4.706498 -0.02 -0.01 -0.05 0.23
C 0.044603 2.840449 0.331156 -0.12 0.21 0.41 0.01
N 3.652313 -2.288750 0.498382 0.78 -0.01 0.29 -0.60
C -3.073949 -1.180868 1.082727 0.14 0.11 0.06 -0.31
C 4.086621 -2.225501 1.801938 -0.54 -0.11 0.50 0.28
H -3.391559 -4.029882 -0.720681 -0.03 -0.02 -0.02 0.23
Cl -1.935837 -0.038256 -2.061793 0.14 0.20 0.01 -0.01
N 0.094057 2.239084 -1.980574 -0.11 0.11 0.00 -0.61
C -2.648641 3.517689 0.165967 0.04 -0.01 -0.01 -0.19
C -0.557804 2.330275 -5.633431 -0.10 -0.10 0.04 -0.25
C -1.968666 0.672906 -4.638567 0.00 0.01 -0.02 -0.22
C -1.989228 3.637737 1.381559 0.12 -0.06 -0.12 -0.25
H 1.866339 2.838642 1.402430 0.04 0.01 -0.09 0.25
C -0.472284 1.962053 -3.220620 0.09 0.05 0.09 0.06
H -0.975644 -3.889240 -0.529370 0.03 0.04 0.00 0.20
H 0.812172 -2.241021 5.861742 0.02 0.01 0.08 0.22
C 1.495406 2.461622 0.447953 0.32 0.55 0.28 -0.54
C -2.946854 -3.203106 -0.186070 0.05 0.06 0.07 -0.32
Cl 1.158823 3.864391 -4.249194 -0.03 -0.06 0.06 0.00
H -3.619079 -0.376926 1.557287 -0.03 0.02 -0.01 0.23
C -3.740455 -2.206902 0.402975 -0.23 -0.05 -0.07 0.26
C 1.043756 -2.459435 3.745375 -0.05 -0.04 -0.11 0.02
H -2.481194 3.013538 -1.911927 -0.03 -0.01 -0.02 0.22
N 5.815545 -2.207828 0.667511 0.23 0.01 0.31 -0.32
C 3.607392 -1.995080 4.253297 0.14 0.00 0.17 0.04
C -1.424270 0.960947 -3.398304 -0.23 -0.32 -0.11 -0.03
H -0.004760 -2.637797 3.546118 -0.03 0.00 0.00 0.22
C -1.703263 -1.182769 1.129636 0.10 -0.07 0.03 0.05
C -1.970752 3.074948 -0.960435 -0.23 0.00 0.08 -0.25
N -0.923192 -2.131632 0.565983 -0.81 -0.03 -0.03 -0.66
H -1.956880 1.130754 -6.731892 0.01 -0.01 -0.01 0.23
C -1.537288 1.357609 -5.762266 0.02 0.03 0.10 -0.20
H -0.097769 3.409491 2.374475 -0.04 0.02 0.04 0.21
H 6.804608 -2.188611 0.461023 -0.13 0.00 0.04 0.44
C 1.617392 0.976518 0.478583 -0.16 -0.45 0.23 0.78
C -1.585004 -3.114418 -0.075513 0.25 -0.11 0.00 0.08
H 2.115892 2.881770 -0.346249 -0.05 -0.04 -0.01 0.22
H -3.692758 3.788397 0.085090 -0.02 0.02 -0.02 0.22
H -5.647700 -1.500961 0.707900 0.04 -0.01 -0.01 0.41
H -2.502626 3.995479 2.261819 -0.04 0.03 0.02 0.22
N 1.868548 -2.459768 2.702790 0.11 0.08 0.25 -0.48
Ca 1.352387 -1.516261 0.496059 -0.15 -1.01 -0.35 1.79
H 1.044959 2.577800 -2.026625 -0.12 -0.10 -0.06 0.41
O 1.901092 0.322240 -0.569130 0.23 0.56 0.02 -0.81
N 5.385185 -2.179561 1.947608 0.09 0.02 -0.32 -0.23
C -0.053226 2.622574 -4.379690 0.11 0.18 -0.13 0.05
C 1.505650 -2.234102 5.032108 -0.10 -0.02 0.08 0.01
C -0.633859 2.713047 -0.873963 0.14 -0.07 -0.51 0.15
O 1.342779 0.383610 1.582181 0.16 0.51 -0.28 -0.84
N -5.087023 -2.237760 0.318986 -0.01 0.04 0.04 -0.76
C 3.154446 -2.226153 2.964054 0.36 -0.11 -0.55 0.11
H -5.558792 -2.954757 -0.199161 0.00 -0.04 -0.03 0.40
H -1.194279 -0.375819 1.648878 0.08 0.01 -0.05 0.22
H 4.657233 -1.806457 4.433035 0.02 0.02 0.04 0.23
C -0.642111 3.310845 1.443394 0.00 -0.06 0.05 -0.19
H -0.196080 2.872213 -6.494160 0.03 0.04 -0.01 0.24
H 4.917160 -2.291833 -1.243339 -0.07 0.00 -0.08 0.23
```
Forces are in eV/Å.

Density functional theory data (ωB97M-V/def2-TZVPD) for an isolated molecule of C5H8O at a distorted geometry.

Results
- Kohn-Sham gap: 10.518 eV

Geometry as XYZ:
```
14
Properties=species:S:1:pos:R:3:forces:R:3:nbo_charge:R:1
C 1.506914 1.103593 0.090592 -2.11 0.42 0.95 -0.38
H -1.519743 -1.723073 0.767988 -0.40 1.93 -1.71 0.21
O 0.575691 -1.130783 -1.208972 -0.83 0.09 -1.59 -0.70
H -0.846333 1.727151 -0.228418 0.23 1.04 -0.05 0.23
C 0.537590 0.300165 0.937235 -0.74 -0.66 -3.10 -0.30
H 2.187030 0.500443 -0.432945 0.63 -0.50 -1.21 0.20
H 1.959502 2.013329 0.393245 0.04 0.75 0.71 0.22
C -1.579676 -0.921466 -0.122640 1.65 0.44 3.75 -0.63
H -1.794533 -1.501103 -0.957404 -1.14 -0.53 -1.67 0.23
C 0.011071 1.094824 -0.262081 1.36 -1.73 -0.09 -0.25
H 1.263350 -1.417195 -0.671461 2.23 -1.33 0.94 0.47
C -0.159799 -0.374190 -0.343383 -1.22 1.52 2.73 0.26
H 0.071151 0.345690 1.886182 0.14 0.21 0.83 0.23
H -2.212213 -0.017384 0.152062 0.17 -1.66 -0.50 0.21
```
Forces are in eV/Å.

Density functional theory data (ωB97M-V/def2-TZVPD) for a cluster of 2 separate species, C5H13N2O in total.

Results
- Kohn-Sham gap: 7.208 eV
- Charge: -1

Geometry as XYZ:
```
21
Properties=species:S:1:pos:R:3:forces:R:3:nbo_charge:R:1
C -2.109469 0.801984 -0.064315 0.09 -0.29 0.00 0.03
H -0.512502 0.902904 -1.435241 0.04 -0.37 0.00 0.45
H 2.054865 0.770010 0.787978 -0.15 0.04 0.10 0.23
H 2.102226 -1.920509 -0.647821 0.06 -0.08 0.14 0.16
N -2.580559 0.130337 2.191469 -0.05 0.22 -0.19 -0.86
H 3.440237 -0.295077 0.657154 0.03 -0.11 0.07 0.18
H -2.166619 1.404873 -1.903591 0.35 0.09 -0.20 0.33
H -2.392104 1.781202 0.335444 -0.15 0.03 -0.08 0.14
H -3.407974 -0.371709 2.466921 -0.27 -0.21 0.02 0.33
O 0.851664 1.079791 -1.408817 -0.12 0.28 -0.03 -0.90
H 2.677062 0.297543 -1.822202 0.02 -0.24 0.11 0.10
N -1.657694 0.699575 -1.381040 -0.41 0.10 0.34 -0.93
H 1.346677 -0.624509 -2.498483 -0.19 -0.06 0.06 0.10
C 1.648313 -0.960999 -0.377358 -0.07 0.43 -0.30 -0.43
C -2.192726 -0.187126 0.833758 0.10 0.25 0.12 -0.18
C 2.354574 -0.277289 0.789690 -0.02 -0.09 -0.17 -0.62
H -1.916961 -1.216220 0.621681 -0.01 0.02 -0.28 0.16
H 0.596454 -1.121405 -0.125583 0.02 -0.16 0.04 0.20
C 1.627608 -0.023428 -1.604938 0.25 0.18 -0.12 -0.02
H 2.096947 -0.725842 1.751694 0.11 0.02 0.07 0.18
H -1.860025 -0.144111 2.833599 0.34 -0.05 0.32 0.34
```
Forces are in eV/Å.

Across the entries above, energy above the lowest of the compared OMol25 structures with the same formula, charge and spin takes the values 0.5015 3.3519 0.9411 eV, respectively.
Across the entries above, calculated total energy takes the values -3151.81801 -270.43471 -383.02928 Eh, respectively.